# 1
The following is a DFT calculation (ωB97M-V/def2-TZVPD) of 2 unconnected molecules or ions with the total composition C3H9NOS.

XYZ file:
```
15
C3H9NOS ωB97M-V/def2-TZVPD
C 0.23039 -1.42098 -2.00411
C -0.18958 2.78500 1.69210
C -0.69644 -0.89627 -0.96465
N 1.46933 -0.56936 0.73518
O -0.72132 -1.07945 1.78197
S -0.10342 -0.33924 0.72871
H 1.00463 -2.17821 -1.75158
H -0.37407 -1.89260 -2.75144
H 0.81803 -0.52350 -2.39176
H -0.97464 3.11723 0.95924
H 0.91584 3.06441 1.46082
H -0.48223 2.34622 2.70302
H -1.31273 -1.67903 -0.53803
H -1.43647 -0.18108 -1.35497
H 1.85267 -0.55314 1.69551
```

Computed properties:
Kohn-Sham gap (alpha / beta) (eV): 7.42 / 8.82
Multiplicity: 1
Electronic energy (eV): -17624.6300

# 2
The following is a DFT calculation (ωB97M-V/def2-TZVPD) of a single C3H9NOS2 molecule.

XYZ file:
```
16
C3H9NOS2 ωB97M-V/def2-TZVPD
N -1.45495 1.92212 0.96128
C -0.54342 0.80987 0.76681
C -0.15635 0.00042 1.99122
O 0.62143 0.77236 2.89696
C -1.24542 -0.17991 -0.22891
S -0.08136 -1.33722 -1.04775
S 1.41146 -0.34722 -1.96696
H -1.01730 2.80725 0.75683
H -1.88791 2.00929 1.86946
H 0.30634 1.16921 0.19406
H -1.08585 -0.33442 2.46221
H 0.45582 -0.82902 1.64483
H 0.07463 1.07130 3.62986
H -1.79922 0.35758 -0.96713
H -1.80229 -0.85757 0.41896
H 1.03150 -0.20500 -3.22778
```

Computed properties:
Kohn-Sham gap (eV): 9.54
Multiplicity: 1
SMILES string: N[C@@H](CO)CSS
Electronic energy (eV): -28464.5473

# 3
The following is a DFT calculation (ωB97M-V/def2-TZVPD) of 2 unconnected molecules or ions with the total composition C3H9NS.

XYZ file:
```
14
C3H9NS ωB97M-V/def2-TZVPD
C -0.84552 -0.17127 1.68306
C -0.89898 0.97820 0.71847
C -0.42891 2.19696 1.02587
N -1.29478 0.63008 -0.54642
H -0.52426 0.17125 2.66583
H -1.79067 -0.70960 1.72247
H -0.06189 -0.85849 1.34560
H -0.35210 3.01307 0.32378
H -0.09601 2.44916 2.02376
H -1.63004 -0.28942 -0.77779
H 1.19337 -0.25997 -1.58150
H -1.51013 1.32787 -1.22459
S 1.58339 -1.57349 -1.18589
H 1.84098 -2.02532 -2.42501
```

Computed properties:
Kohn-Sham gap (alpha / beta) (eV): 2.88 / 8.52
Total charge: -1
Multiplicity: 2
Electronic energy (eV): -15580.6056

The records above give, respectively, M values of 107.178; 139.245; 91.179 g mol⁻¹.
The records above give, respectively, energy above the lowest of the compared OMol25 structures with the same formula, charge and spin values of 5.5748; 0.8919; 1.4419 eV.